(1)
DFT (wB97M-V/def2-TZVPD) results for 2 unconnected molecules or ions with the total composition C7H17NOS at a distorted geometry.

## Properties
Total charge: 0
HOMO energy: -7.2 eV
Lowest unoccupied orbital energy: 0.221 eV
Gap between HOMO and LUMO: 7.4352 eV
Energy relative to the best compared isomer or geometry (same formula, charge and spin): 97.48 kcal/mol

Last column: Löwdin charge in e.
CARTESIAN COORDINATES (ANGSTROEM)
C  3.687  -1.115  0.988  -0.34
C  -1.522  2.512  -0.933  -0.13
C  -1.984  -1.117  -1.234  -0.06
C  -0.034  0.191  2.616  -0.09
C  -0.934  1.637  0.150  -0.16
C  -0.574  -0.412  -1.124  -0.17
C  -0.655  0.337  0.127  -0.37
N  -0.180  -0.368  1.252  -0.03
O  1.701  -2.817  0.907  -0.60
S  3.143  -2.736  0.540  0.80
H  3.231  -0.865  2.034  0.10
H  4.786  -1.057  0.907  0.06
H  -2.717  2.491  -0.896  0.10
H  -1.258  3.661  -0.770  0.10
H  -1.222  2.250  -1.947  0.04
H  -2.792  -0.488  -1.235  0.04
H  -2.073  -1.691  -2.162  0.08
H  -1.954  -1.821  -0.467  0.06
H  -1.107  0.418  2.832  0.10
H  0.390  -0.632  3.227  0.09
H  0.619  0.971  2.769  0.04
H  -0.814  2.158  1.124  0.09
H  3.343  -0.427  0.312  0.00
H  -0.098  -1.377  -1.023  0.09
H  -0.091  0.063  -1.981  0.12
H  0.439  -1.122  1.144  0.03
H  4.064  -3.425  1.568  0.04

***

(2)
DFT (wB97M-V/def2-TZVPD) results for a molecular structure, C4H8O2.

## Properties
Total charge: 0
HOMO energy: -8.1 eV
Lowest unoccupied orbital energy: 0.890 eV
Gap between HOMO and LUMO: 9.0129 eV
Energy relative to the best compared isomer or geometry (same formula, charge and spin): 112.77 kcal/mol

Last column: Löwdin charge in e.
CARTESIAN COORDINATES (ANGSTROEM)
C  1.625  -0.475  -0.977  -0.08
O  0.413  0.248  -0.940  -0.18
C  -0.590  -0.371  -0.185  -0.39
C  -0.509  -0.208  1.295  -0.04
C  -1.738  0.589  0.095  -0.15
O  -1.368  1.877  -0.094  -0.02
H  1.482  -1.452  -1.463  0.09
H  2.025  -0.634  0.035  0.09
H  2.333  0.118  -1.560  0.09
H  -0.860  -1.362  -0.562  0.15
H  0.220  0.509  1.661  0.11
H  -0.727  -1.061  1.933  0.10
H  -1.801  0.332  1.316  0.12
H  -0.506  1.890  -0.553  0.10

***

(3)
DFT (wB97M-V/def2-TZVPD) results for 8 unconnected molecules or ions with the total composition C4H21NO10 at a distorted geometry.

## Properties
Total charge: 0
HOMO energy: -10.0 eV
Lowest unoccupied orbital energy: 0.239 eV
Gap between HOMO and LUMO: 10.2233 eV
Energy relative to the best compared isomer or geometry (same formula, charge and spin): 0.00 kcal/mol

Last column: Löwdin charge in e.
CARTESIAN COORDINATES (ANGSTROEM)
C  2.247  -1.220  -0.851  -0.34
N  1.295  -0.355  -1.347  0.09
C  2.052  1.833  -0.447  -0.03
C  0.866  0.949  -0.707  -0.23
C  0.004  0.393  0.438  -0.43
O  0.778  -0.004  1.480  0.09
O  -1.180  0.193  0.463  0.10
O  3.021  -0.967  0.040  0.03
H  2.256  -2.145  -1.449  0.14
H  0.595  -0.744  -1.965  0.11
H  2.649  1.447  0.371  0.07
H  1.656  2.811  -0.125  0.09
H  2.680  2.118  -1.287  0.09
H  0.131  1.396  -1.374  0.12
H  0.192  -0.262  2.214  0.10
H  -3.373  -1.711  1.011  0.02
H  -3.013  -1.386  2.455  0.01
O  -3.451  -2.036  1.914  -0.05
H  3.250  0.063  4.117  0.05
H  2.335  0.383  2.980  0.01
O  2.329  0.317  3.940  -0.06
H  -0.216  -0.525  4.839  0.05
H  -1.604  -0.676  4.489  0.04
O  -0.884  -0.053  4.314  -0.05
H  -1.760  0.357  -3.650  0.01
H  -0.540  1.192  -3.426  -0.02
O  -0.818  0.363  -3.845  -0.07
H  -2.980  -0.637  -2.174  0.04
H  -2.432  0.201  -0.929  0.00
O  -2.806  0.238  -1.821  -0.06
H  -0.712  -2.646  -0.075  0.03
H  -1.226  -3.792  -0.787  0.04
O  -1.099  -2.848  -0.931  -0.05
H  -0.803  4.101  -3.191  0.05
H  0.462  3.300  -3.228  0.06
O  -0.498  3.189  -3.158  -0.04